DFT (wB97M-V/def2-TZVPD) results for C16H17N4O5STi as an isolated structure in a non-equilibrium geometry.

The geometry in ORCA input format:
```
! RIJCOSX wB97M-V def2-TZVPD def2/J DEFGRID3
* xyz 1 1
Ti -0.71600 -0.43652 1.10464
N -2.38266 -1.85079 1.28644
C -2.47135 -2.11963 2.74038
C -1.01482 -2.31539 3.21785
O -0.66804 -3.22652 3.92487
N -0.21033 -1.37667 2.64639
C 1.15789 -1.81019 2.42498
C 1.23659 -2.15746 0.91283
O 2.14941 -2.74045 0.40657
O 0.18126 -1.70257 0.25421
H -3.31187 -1.62944 0.91069
H -2.07322 -2.71633 0.82322
H -3.04112 -3.03129 2.96356
H -2.92470 -1.26675 3.26031
H 1.40209 -2.69992 3.02088
H 1.88687 -1.01773 2.65305
C 4.49135 -0.27719 -4.03328
C 3.53131 0.21612 -3.00570
C 2.62371 1.22833 -3.31630
C 1.70670 1.65529 -2.37759
C 1.71604 1.08261 -1.11629
C 2.64292 0.12030 -0.75906
C 3.54390 -0.31445 -1.71461
S 0.35926 1.53465 -0.09625
O 0.50624 0.95274 1.30890
O 0.08980 2.93178 -0.09033
N -0.89182 0.65915 -0.65162
C -2.03999 1.25420 -0.16009
C -2.75905 2.23480 -0.84009
C -3.86605 2.78210 -0.22556
C -4.22105 2.34704 1.05135
C -3.44430 1.38715 1.67008
N -2.36125 0.85332 1.08637
H 4.14824 -0.04272 -5.03755
H 4.63697 -1.34979 -3.94033
H 5.46428 0.19072 -3.88719
H 2.62534 1.67517 -4.29896
H 0.98639 2.42843 -2.58586
H 2.66639 -0.26148 0.25072
H 4.25629 -1.08553 -1.46302
H -2.43195 2.53303 -1.82295
H -4.43464 3.55270 -0.72244
H -5.07918 2.76273 1.55338
H -3.66583 1.04644 2.67338
*
```

Computed properties:
Energy (Eh): -2462.6563
HOMO energy (eV): -12.58
Kohn-Sham gap (eV): 8.14
E_LUMO (eV): -4.44

Atomic partial charges in e from the Mulliken method, atoms 1 to 2: 0.1726, -0.4351